Entry from the OMol25 dataset: a molecular structure, C6H8N2 at a distorted geometry (ωB97M-V with the def2-TZVPD basis set).

Positions of all 16 atoms, in Å:
C: -1.19 0.46 -0.55
C: -1.60 -0.13 0.66
C: -0.66 -1.07 0.98
C: 0.45 -1.04 0.04
C: 1.66 -0.22 0.39
C: 1.14 0.55 -0.90
H: -2.03 2.29 -0.21
H: -2.85 0.05 0.72
H: -0.54 -1.64 2.05
H: 0.80 -2.04 -0.43
H: 1.01 0.23 1.39
H: 2.73 -0.75 0.66
H: 1.05 1.63 -0.91
H: 1.48 0.13 -2.02
N: -1.43 1.72 -0.81
N: -0.04 -0.17 -1.06

Properties
- LUMO level (eV) = 0.38
- orbital gap (eV) = 9.186
- energy above the lowest of the compared OMol25 structures with the same formula, charge and spin (kcal/mol) = 136.9
- total charge = 0
- electronic energy (eV) = -9325.77184
- E_HOMO (hartree) = -0.32367